[1]
Density functional theory data (ωB97M-V/def2-TZVPD) for a single C5H13NO molecule.

Atoms and positions in Å:
O1 1.523 -1.780 1.621
N1 -0.477 1.501 -1.447
C1 -0.358 0.157 0.668
C2 -1.728 2.171 -1.058
C3 1.020 -1.925 0.288
C4 -0.357 -1.304 0.208
C5 0.342 1.121 -0.291
H1 -1.632 2.784 -0.158
H2 2.039 -2.566 1.846
H3 -0.667 -1.333 -0.835
H4 0.650 1.976 0.330
H5 0.072 2.200 -1.932
H6 0.149 0.233 1.628
H7 1.708 -1.443 -0.414
H8 0.943 -2.980 0.029
H9 1.273 0.684 -0.667
H10 -1.004 -1.902 0.847
H11 -2.046 2.814 -1.875
H12 -2.509 1.424 -0.934
H13 -1.379 0.506 0.838

Computed properties:
HOMO   -8.930 eV
Frontier orbital gap   9.90 eV
LUMO   1.0 eV
Energy relative to the best compared isomer or geometry (same formula, charge and spin)   1.187 eV
SMILES   CNCCCCO
Strongest force on any atom   0.66 eV/Å

Partial atomic charges computed with the Mulliken method, in multiples of e:
1. O -0.509
2. N -0.418
3. C -0.680
4. C -0.901
5. C -0.468
6. C -0.594
7. C -0.588
8. H 0.318
9. H 0.294
10. H 0.283
11. H 0.307
12. H 0.248
13. H 0.399
14. H 0.249
15. H 0.374
16. H 0.359
17. H 0.342
18. H 0.362
19. H 0.250
20. H 0.375



[2]
Density functional theory data (ωB97M-V/def2-TZVPD) for a molecular structure, C42H50GaNO3P3S.

Atoms and positions in Å:
Ga1 -0.154 -0.274 -0.721
S1 1.263 -0.716 -3.005
P1 -1.358 -2.454 -0.542
P2 2.147 0.617 -0.188
P3 -1.527 1.707 -0.361
O1 0.091 0.182 -2.693
O2 1.187 -1.401 -4.253
O3 1.384 -1.556 -1.787
N1 -0.555 -0.571 1.233
C1 -4.103 -2.168 -0.952
C2 5.344 -1.903 1.958
C3 -3.041 -2.125 0.160
C4 -2.366 2.492 2.208
C5 3.360 -0.406 0.706
C6 3.330 0.595 -4.162
C7 -1.018 3.427 -0.756
C8 0.260 -4.140 1.162
C9 1.025 -4.303 2.308
C10 -3.144 1.287 -1.162
C11 4.813 2.064 -2.978
C12 -0.043 -1.794 1.696
C13 -2.212 -5.101 -1.047
C14 -0.176 3.456 -2.046
C15 1.528 4.411 2.315
C16 4.378 0.230 1.422
C17 5.363 -0.516 2.047
C18 3.337 -1.796 0.628
C19 4.333 -2.538 1.250
C20 -0.206 -4.274 -2.368
C21 -2.126 1.112 4.136
C22 1.917 4.549 0.991
C23 -3.100 1.557 -2.673
C24 -0.300 -2.901 0.865
C25 2.167 3.424 0.213
C26 0.738 -1.966 2.839
C27 -1.720 1.535 1.419
C28 -4.384 1.874 -0.495
C29 1.250 -3.216 3.148
C30 -1.525 -3.885 -1.688
C31 -1.215 0.351 2.016
C32 3.019 0.987 -1.768
C33 4.418 1.454 -4.159
C34 -2.563 2.304 3.562
C35 1.401 3.144 2.874
C36 2.054 2.152 0.769
C37 -3.421 -2.991 1.362
C38 2.650 0.368 -2.975
C39 1.667 2.020 2.107
C40 4.123 1.829 -1.793
C41 -1.469 0.154 3.388
C42 -2.145 4.461 -0.838
H1 0.434 4.362 -2.070
H2 -2.304 0.925 5.190
H3 -0.379 3.671 0.092
H4 -2.789 4.285 -1.698
H5 1.094 3.032 3.907
H6 -5.279 1.436 -0.946
H7 -2.734 3.402 1.750
H8 0.488 2.597 -2.139
H9 -2.088 -5.963 -1.709
H10 -4.442 2.957 -0.635
H11 0.947 -1.119 3.481
H12 -3.576 -4.033 1.079
H13 -0.821 3.466 -2.927
H14 1.853 -3.339 4.040
H15 -3.967 1.092 -3.149
H16 -0.416 -5.040 -3.117
H17 4.962 1.641 -5.077
H18 -3.769 -1.692 -1.878
H19 4.461 2.300 -0.878
H20 -2.661 -2.958 2.144
H21 1.572 1.031 2.544
H22 2.554 -2.305 0.080
H23 4.395 1.311 1.507
H24 1.328 5.291 2.917
H25 -2.771 4.502 0.052
H26 1.439 -5.275 2.549
H27 -3.173 0.207 -1.035
H28 5.672 2.723 -2.972
H29 -3.066 3.056 4.156
H30 -5.004 -1.647 -0.619
H31 4.311 -3.619 1.184
H32 -3.147 2.625 -2.890
H33 0.513 -4.689 -1.660
H34 3.011 0.086 -5.064
H35 -1.789 -5.366 -0.077
H36 6.116 -2.487 2.444
H37 0.267 -3.439 -2.872
H38 -1.694 5.450 -0.965
H39 2.022 5.537 0.555
H40 -2.184 -3.491 -2.465
H41 -4.389 -3.193 -1.192
H42 -4.355 -2.619 1.790
H43 -4.410 1.665 0.576
H44 -1.149 -0.764 3.863
H45 -2.204 1.149 -3.142
H46 0.088 -4.994 0.521
H47 -3.281 -4.947 -0.909
H48 6.148 -0.015 2.602
H49 2.456 3.546 -0.824
H50 -2.964 -1.099 0.515

Computed properties:
HOMO   -9.854 eV
Frontier orbital gap   7.67 eV
Charge   +1
LUMO   -2.2 eV
Energy relative to the best compared isomer or geometry (same formula, charge and spin)   0.000 eV
Strongest force on any atom   0.64 eV/Å

Mulliken population analysis, charges in e, atoms 1 to 99:
1. Ga 1.471
2. S 1.344
3. P 2.009
4. P 1.929
5. P -0.340
6. O -0.738
7. O -0.736
8. O -0.594
9. N 0.795
10. C -1.886
11. C -0.742
12. C 1.522
13. C -0.758
14. C 1.049
15. C -0.658
16. C 2.185
17. C -1.056
18. C -1.185
19. C 1.648
20. C -0.809
21. C -0.850
22. C -1.516
23. C -1.516
24. C -0.753
25. C -0.708
26. C -0.762
27. C -0.579
28. C -0.715
29. C -1.137
30. C -1.170
31. C -0.800
32. C -1.742
33. C 0.331
34. C -1.108
35. C 0.139
36. C 0.483
37. C -1.725
38. C -1.349
39. C 0.333
40. C 0.439
41. C 0.025
42. C -0.794
43. C -0.970
44. C -0.649
45. C 0.586
46. C -1.559
47. C 0.130
48. C -0.611
49. C -0.535
50. C -0.433
51. C -1.539
52. H 0.465
53. H 0.432
54. H -0.249
55. H 0.273
56. H 0.484
57. H 0.499
58. H 0.187
59. H 0.360
60. H 0.516
61. H 0.332
62. H 0.525
63. H 0.298
64. H 0.459
65. H 0.434
66. H 0.467
67. H 0.560
68. H 0.432
69. H 0.353
70. H 0.482
71. H 0.236
72. H 0.322
73. H 0.435
74. H 0.388
75. H 0.407
76. H 0.291
77. H 0.450
78. H -0.582
79. H 0.458
80. H 0.486
81. H 0.425
82. H 0.483
83. H 0.332
84. H 0.193
85. H 0.602
86. H 0.230
87. H 0.420
88. H 0.077
89. H 0.482
90. H 0.469
91. H 0.513
92. H 0.397
93. H 0.498
94. H 0.366
95. H 0.611
96. H 0.226
97. H 0.296
98. H 0.274
99. H 0.451



[3]
Density functional theory data (ωB97M-V/def2-TZVPD) for 2 unconnected molecules or ions with the total composition C22H31N5O6S.

Atoms and positions in Å:
S1 -0.438 -1.502 -3.675
O1 1.103 -0.248 -8.770
O2 -4.528 -0.062 3.827
O3 0.124 2.120 -5.869
O4 -3.865 -0.868 1.792
O5 2.862 -0.294 9.406
O6 0.766 -0.863 9.223
N1 0.046 -0.814 3.156
N2 2.300 -0.597 -6.897
N3 2.136 2.425 -6.710
N4 -0.249 -0.189 4.328
N5 1.806 -0.374 8.768
C1 -5.889 -0.080 3.376
C2 -3.607 -0.484 2.927
C3 2.058 -0.751 -8.198
C4 1.194 1.621 -6.197
C5 -1.098 -1.021 2.559
C6 3.048 -1.590 -8.975
C7 -6.775 0.446 4.497
C8 1.403 0.108 -5.964
C9 2.816 1.402 5.633
C10 1.880 -0.121 -4.517
C11 0.751 0.206 5.219
C12 -0.623 -0.453 -2.209
C13 0.754 -0.239 6.548
C14 -2.200 -0.476 3.337
C15 -1.618 0.037 4.472
C16 1.793 1.020 4.767
C17 -2.242 0.793 5.624
C18 -1.147 -1.753 1.252
C19 1.790 0.111 7.440
C20 1.358 -1.442 -3.942
C21 2.819 0.947 6.954
C22 3.527 2.130 -7.055
H1 -3.208 1.224 5.356
H2 3.639 1.245 7.603
H3 -1.594 1.619 5.929
H4 1.851 -1.627 -2.987
H5 -6.684 -0.190 5.383
H6 3.568 1.625 -8.021
H7 4.090 3.062 -7.125
H8 4.007 -1.078 -9.013
H9 -1.572 -1.107 0.481
H10 1.821 3.373 -6.841
H11 2.970 -0.114 -4.484
H12 -1.668 -0.450 -1.897
H13 -0.045 -0.901 6.868
H14 1.523 0.688 -3.878
H15 3.620 2.039 5.277
H16 -1.776 -2.642 1.347
H17 -6.194 -1.100 3.115
H18 -0.004 -0.839 -1.400
H19 2.670 -1.731 -9.987
H20 1.801 1.347 3.731
H21 -0.323 0.568 -2.444
H22 -0.145 -2.062 0.943
H23 3.109 -1.056 -6.516
H24 -2.384 0.125 6.478
H25 -7.821 0.454 4.178
H26 3.986 1.503 -6.290
H27 -6.009 0.550 2.487
H28 1.632 -2.249 -4.622
H29 0.408 -0.328 -6.069
H30 3.160 -2.561 -8.494
H31 -6.483 1.467 4.763

Computed properties:
HOMO   -8.601 eV
Frontier orbital gap   7.55 eV
LUMO   -1.0 eV
Energy relative to the best compared isomer or geometry (same formula, charge and spin)   3.795 eV
SMILES   CCOC(=O)c1c(C)nn(-c2cccc([N+](=O)[O-])c2)c1C.CNC(=O)[C@H](CCSC)NC(C)=O
Strongest force on any atom   3.53 eV/Å

Partial atomic charges computed with the Mulliken method, in multiples of e:
1. S -0.106
2. O -0.632
3. O -0.217
4. O -0.702
5. O -0.658
6. O -0.575
7. O -0.570
8. N -1.075
9. N -0.036
10. N -0.124
11. N 0.951
12. N 0.936
13. C -0.203
14. C 0.003
15. C 0.587
16. C -0.028
17. C 0.475
18. C -1.185
19. C -1.236
20. C 0.190
21. C -0.686
22. C -0.832
23. C -0.250
24. C -0.800
25. C 0.308
26. C 1.109
27. C 0.066
28. C -0.420
29. C -1.537
30. C -0.975
31. C -0.339
32. C -0.816
33. C -0.312
34. C -0.699
35. H 0.334
36. H 0.447
37. H 0.365
38. H 0.432
39. H 0.301
40. H 0.189
41. H 0.347
42. H 0.302
43. H 0.041
44. H 0.275
45. H 0.424
46. H 0.360
47. H 0.521
48. H 0.348
49. H 0.378
50. H 0.316
51. H 0.301
52. H 0.176
53. H 0.330
54. H 0.466
55. H 0.327
56. H 0.407
57. H 0.336
58. H 0.315
59. H 0.398
60. H 0.222
61. H 0.325
62. H 0.344
63. H 0.420
64. H 0.337
65. H 0.306



[4]
Density functional theory data (ωB97M-V/def2-TZVPD) for a single C6H6N2O2 molecule.

Atoms and positions in Å:
O1 1.283 2.478 -0.064
O2 3.205 1.864 -1.230
N1 2.587 0.819 -1.085
N2 1.285 1.302 -0.055
C1 -0.905 -1.645 -0.343
C2 -0.875 0.826 0.856
C3 -1.918 -0.013 1.144
C4 0.222 0.463 -0.058
C5 0.127 -0.842 -0.699
C6 -1.977 -1.237 0.491
H1 0.993 -1.343 -1.331
H2 -1.044 -2.552 -0.832
H3 -0.791 1.693 1.474
H4 -2.542 -2.041 0.736
H5 -2.773 0.211 1.761
H6 3.125 0.019 -0.763

Computed properties:
HOMO (spin up / spin down)   -9.036 / -7.976 eV
Frontier orbital gap (spin up / spin down)   8.31 / 7.61 eV
LUMO (spin up / spin down)   -0.7 / -0.4 eV
Energy relative to the best compared isomer or geometry (same formula, charge and spin)   6.833 eV
Strongest force on any atom   4.96 eV/Å

Partial atomic charges computed with the Mulliken method, in multiples of e:
1. O -0.490
2. O -0.414
3. N 0.032
4. N 0.339
5. C -0.430
6. C -0.381
7. C -0.483
8. C 0.617
9. C -0.230
10. C -0.544
11. H 0.228
12. H 0.378
13. H 0.356
14. H 0.432
15. H 0.346
16. H 0.242